# C31H32CsF4N6Se

C31H32CsF4N6Se as an isolated structure (wB97M-V/def2-TZVPD, OMol25).

Results
Max |F|, eV/Å: 0.2
Net charge: -1
Multiplicity: 1
Relative energy (zero: lowest compared OMol25 entry of this formula, charge and spin), eV: 0.000
HOMO-LUMO gap, Ha: 0.18644

Each line ends with the Mulliken charge.
Cartesian coordinates (Å):
Cs1 0.09 1.23 -1.19  1.024
C1 -3.54 -0.10 -2.43  -1.052
N1 -2.84 0.06 -1.17  0.546
C2 -2.81 -1.18 -0.41  -0.675
C3 -3.40 1.12 -0.34  -0.811
C4 -3.61 2.47 -1.02  -1.154
N2 -2.41 2.91 -1.69  -0.115
C5 -2.38 4.13 -2.22  0.003
C6 -1.29 4.51 -3.06  0.146
F1 -0.35 3.57 -3.37  -0.318
C7 -1.14 5.76 -3.61  0.084
F2 -0.05 5.99 -4.39  -0.338
C8 -2.05 6.78 -3.42  -0.627
C9 -3.14 6.45 -2.64  0.079
F3 -4.08 7.39 -2.40  -0.340
C10 -3.32 5.21 -2.07  0.651
F4 -4.44 5.05 -1.31  -0.352
H1 -3.45 0.81 -3.01  0.277
H2 -4.60 -0.35 -2.29  0.336
H3 -3.07 -0.91 -2.99  0.233
H4 -3.82 -1.56 -0.19  0.322
H5 -2.29 -1.02 0.53  0.172
H6 -2.26 -1.95 -0.97  -0.118
H7 -2.73 1.26 0.51  0.364
H8 -4.38 0.81 0.07  0.270
H9 -3.95 3.13 -0.22  0.508
H10 -4.46 2.39 -1.71  0.413
H11 -1.92 7.76 -3.84  0.457
C11 1.67 1.52 4.54  -1.043
C12 0.34 1.46 3.79  -1.022
C13 -0.20 0.06 3.63  0.957
C14 -1.05 -0.47 4.59  -0.506
C15 -1.56 -1.76 4.46  -1.032
C16 -1.22 -2.51 3.35  -0.756
C17 -0.36 -2.01 2.37  0.236
C18 -0.03 -2.86 1.17  -0.170
C19 1.26 -3.67 1.33  -1.056
C20 0.17 -0.72 2.53  -0.242
N3 0.99 -0.18 1.52  0.115
C21 2.26 -0.34 1.61  -0.312
C22 3.26 0.10 0.70  0.066
C23 4.63 -0.17 0.85  -0.859
C24 5.25 0.36 -0.28  -0.853
C25 4.22 0.93 -1.04  -0.448
N4 3.02 0.78 -0.47  -0.218
H12 1.99 2.56 4.68  0.356
H13 2.45 1.00 4.00  0.252
H14 1.57 1.05 5.53  0.318
H15 0.46 1.91 2.80  0.209
H16 -0.41 2.06 4.32  0.560
H17 -1.33 0.14 5.44  0.425
H18 -2.23 -2.16 5.21  0.387
H19 -1.63 -3.51 3.22  0.429
H20 0.06 -2.21 0.29  -0.091
H21 -0.86 -3.54 0.98  0.750
H22 2.12 -3.01 1.42  0.156
H23 1.42 -4.33 0.48  0.289
H24 1.20 -4.29 2.23  0.375
H25 2.66 -0.90 2.47  0.460
H26 5.09 -0.70 1.68  0.481
H27 6.31 0.35 -0.52  0.412
H28 4.32 1.44 -1.99  0.446
Se1 -0.70 -3.66 -2.92  0.191
N5 0.41 -2.39 -2.36  -0.409
C26 1.57 -2.97 -2.14  0.390
C27 2.74 -2.29 -1.67  -0.151
C28 3.86 -3.01 -1.46  -0.421
C29 3.91 -4.43 -1.71  -0.565
C30 2.84 -5.12 -2.16  -0.702
C31 1.62 -4.40 -2.39  0.851
N6 0.50 -4.96 -2.82  -0.854
H29 2.70 -1.23 -1.47  0.398
H30 4.74 -2.51 -1.09  0.433
H31 4.84 -4.95 -1.53  0.371
H32 2.86 -6.18 -2.35  0.413

=====

# C31H32N2O5

A 2-piece molecular cluster, C31H32N2O5 overall (wB97M-V/def2-TZVPD, OMol25).

Results
Max |F|, eV/Å: 3.2
Multiplicity: 1
Relative energy (zero: lowest compared OMol25 entry of this formula, charge and spin), eV: 5.582
HOMO-LUMO gap, Ha: 0.08989

Each line ends with the Mulliken charge.
Cartesian coordinates (Å):
C1 4.94 -2.08 1.57  -1.058
O1 4.11 -1.11 2.27  -0.276
C2 3.04 -1.61 2.92  0.777
C3 2.93 -2.96 3.31  -0.841
C4 1.79 -3.39 3.98  -1.133
C5 0.77 -2.50 4.30  -0.629
C6 0.89 -1.15 3.90  0.531
O2 -0.01 -0.19 4.23  -0.364
C7 -1.08 -0.59 5.14  -1.001
C8 1.98 -0.73 3.14  0.515
N1 2.06 0.65 2.73  0.572
C9 2.23 1.16 1.48  0.390
C10 2.34 0.37 0.26  0.893
C11 2.52 1.12 -1.00  -1.468
C12 3.57 0.89 -1.81  -0.223
C13 3.84 1.62 -3.04  1.051
C14 5.08 1.44 -3.71  -0.516
C15 5.38 2.14 -4.87  -0.567
C16 4.44 3.03 -5.42  -0.416
C17 3.21 3.22 -4.78  -0.625
C18 2.90 2.52 -3.60  -0.372
O3 2.31 -0.88 0.33  -0.644
N2 2.34 2.50 1.60  0.135
C19 2.62 3.47 0.56  -0.819
C20 2.18 2.86 2.93  -0.900
C21 2.03 1.71 3.63  -0.402
H1 5.65 -1.48 1.01  0.271
H2 5.47 -2.73 2.29  0.364
H3 4.33 -2.69 0.90  0.448
H4 3.72 -3.67 3.05  0.354
H5 1.69 -4.44 4.26  0.380
H6 -0.10 -2.81 4.87  0.377
H7 -1.64 0.33 5.32  0.256
H8 -1.72 -1.35 4.68  0.367
H9 -0.67 -0.98 6.08  0.420
H10 1.71 1.81 -1.24  0.810
H11 4.28 0.10 -1.54  0.351
H12 5.79 0.75 -3.26  0.339
H13 6.35 1.99 -5.36  0.388
H14 4.67 3.57 -6.33  0.374
H15 2.48 3.91 -5.19  0.368
H16 1.94 2.67 -3.11  0.244
H17 2.76 4.44 1.06  0.290
H18 3.54 3.22 0.01  0.376
H19 1.78 3.57 -0.15  0.395
H20 2.21 3.89 3.25  0.568
H21 1.91 1.54 4.68  0.594
C22 4.98 4.91 4.17  -1.301
C23 5.85 4.00 3.35  0.272
O4 6.38 4.70 2.21  -0.394
C24 7.30 3.89 1.59  0.685
C25 7.74 4.36 0.30  -1.384
C26 8.59 3.62 -0.52  1.198
C27 9.22 2.40 -0.09  -0.535
C28 10.03 1.66 -0.93  -0.516
C29 10.27 2.09 -2.24  -0.466
C30 9.67 3.28 -2.70  -0.407
C31 8.86 4.03 -1.87  -0.647
O5 7.65 2.84 2.15  -0.772
H22 4.41 4.29 4.86  0.343
H23 5.60 5.59 4.76  0.400
H24 4.27 5.50 3.56  0.224
H25 6.66 3.62 3.98  0.312
H26 5.27 3.13 3.00  -0.036
H27 7.39 5.33 -0.01  0.275
H28 9.01 2.06 0.92  0.449
H29 10.47 0.74 -0.56  0.354
H30 10.92 1.52 -2.90  0.361
H31 9.85 3.62 -3.73  0.353
H32 8.39 4.96 -2.20  0.286

=====

# C31H32N4P2PtS2

C31H32N4P2PtS2 as an isolated structure (wB97M-V/def2-TZVPD, OMol25).

Results
Max |F|, eV/Å: 0.9
Expectation value of S²: 6.023
Net charge: +2
Multiplicity: 5
HOMO-LUMO gap (alpha / beta), Ha: 0.29451 / 0.15644

Each line ends with the Mulliken spin population.
Cartesian coordinates (Å):
Pt1 -0.04 -1.63 -0.33  1.184
S1 -2.66 -0.80 -0.32  0.985
P1 -1.66 0.98 -0.10  -0.106
C1 -0.03 0.37 -0.28  0.651
P2 1.59 0.97 -0.11  -0.082
S2 2.58 -0.83 -0.09  0.979
C2 1.90 1.86 1.42  0.082
C3 2.41 1.20 2.53  0.003
C4 2.57 1.89 3.72  0.002
C5 2.23 3.23 3.79  0.006
C6 1.72 3.89 2.68  0.001
C7 1.56 3.21 1.49  -0.003
C8 2.19 1.92 -1.50  0.045
C9 3.44 2.54 -1.40  -0.013
C10 3.92 3.24 -2.49  0.002
C11 3.17 3.33 -3.66  0.015
C12 1.93 2.71 -3.75  0.000
C13 1.43 1.99 -2.67  0.040
C14 -2.03 1.59 1.55  0.075
C15 -1.36 1.03 2.63  0.023
C16 -1.68 1.44 3.91  -0.002
C17 -2.69 2.38 4.11  0.019
C18 -3.37 2.92 3.02  0.003
C19 -3.05 2.53 1.73  -0.005
C20 -2.12 2.15 -1.38  0.073
C21 -1.78 3.50 -1.22  0.002
C22 -2.02 4.38 -2.26  0.000
C23 -2.60 3.92 -3.44  0.007
C24 -2.94 2.59 -3.59  0.001
C25 -2.70 1.69 -2.56  0.002
H1 2.67 0.15 2.46  -0.014
H2 2.98 1.38 4.59  0.000
H3 2.38 3.77 4.72  0.000
H4 1.47 4.94 2.74  0.000
H5 1.18 3.72 0.61  0.003
H6 4.01 2.47 -0.49  -0.002
H7 4.89 3.73 -2.43  0.000
H8 3.56 3.87 -4.51  0.000
H9 1.35 2.79 -4.66  0.001
H10 0.47 1.50 -2.73  -0.008
H11 -0.59 0.29 2.47  0.022
H12 -1.16 1.03 4.76  0.000
H13 -2.95 2.69 5.11  0.000
H14 -4.15 3.65 3.18  0.000
H15 -3.58 2.94 0.88  -0.001
H16 -1.34 3.85 -0.29  0.002
H17 -1.77 5.42 -2.15  0.000
H18 -2.79 4.62 -4.25  0.000
H19 -3.40 2.24 -4.50  0.000
H20 -2.98 0.65 -2.66  -0.016
C26 -0.95 -4.32 -1.24  -0.005
N1 0.01 -3.75 -0.22  0.003
C27 1.37 -4.34 -0.53  0.012
N2 1.34 -5.77 -0.50  0.000
C28 0.38 -6.26 -1.50  0.000
N3 -0.96 -5.75 -1.20  0.008
C29 -1.36 -6.20 0.13  0.000
N4 -0.42 -5.71 1.15  0.003
C30 -0.40 -4.28 1.13  0.002
C31 0.92 -6.23 0.83  0.000
H21 -0.65 -3.97 -2.23  0.013
H22 -1.95 -3.94 -1.02  -0.008
H23 2.08 -3.97 0.21  -0.001
H24 1.68 -4.00 -1.52  -0.004
H25 0.36 -7.35 -1.47  0.000
H26 0.69 -5.94 -2.49  0.000
H27 -1.38 -7.29 0.16  0.000
H28 -2.36 -5.82 0.36  0.000
H29 0.31 -3.91 1.87  0.004
H30 -1.39 -3.89 1.36  -0.004
H31 0.90 -7.31 0.85  0.000
H32 1.63 -5.88 1.57  0.000

=====

> The highest multiplicity belongs to which entry?

C31H32N4P2PtS2